1.
13
Properties=species:S:1:pos:R:3:forces:R:3:lowdin_spin:R:1 method="wB97M-V/def2-TZVPD" s_squared=2.01 e_tot_ev=-31915.48577 multiplicity=3 gap_ev="5.65 / 5.88" largest_force_ha_per_bohr=0.113 de_lowest_kj_mol=79.9
S -0.2771 2.3815 0.9241 -0.7 1.0 0.1 0.064
S -0.8843 -1.6521 -0.1594 -2.5 -5.1 -1.5 1.257
O -2.3393 1.1063 -0.2591 -0.7 0.2 -0.5 0.032
O 2.2727 1.5809 1.4900 2.5 1.0 1.1 0.023
N -0.4395 -0.0276 0.3217 0.4 3.4 0.7 0.284
N 0.7212 0.0099 0.9531 1.3 -2.6 -0.1 0.032
C 0.6592 -1.9107 -1.0442 -0.2 -0.4 2.0 0.148
C 1.2380 1.1463 1.1887 -1.6 1.1 -0.5 0.020
C -1.1396 1.0723 0.2908 0.3 1.4 0.3 0.080
H 0.4708 -2.7918 -1.6801 0.7 0.7 0.3 0.017
H 1.3988 -1.9565 -0.2194 -0.1 -1.1 -0.5 0.024
H 0.9833 -0.9809 -1.4217 0.1 1.0 -1.5 0.018
H -2.6642 2.0225 -0.3846 0.4 -0.7 0.3 0.001


2.
19
Properties=species:S:1:pos:R:3:forces:R:3:mulliken_charge:R:1 method="wB97M-V/def2-TZVPD" e_tot_ev=-8912.76452 total_charge=-1 gap_ev=5.06 largest_force_ha_per_bohr=0.122 de_lowest_kj_mol=414.8
O -3.6023 0.2504 -0.9045 0.5 0.1 1.2 -0.569
N -2.1915 0.1892 -0.2754 -0.2 1.4 -0.4 -0.723
C 0.3431 1.0048 -1.4473 0.2 -5.8 -2.3 -0.501
C 1.3649 0.1809 -0.6762 1.1 1.3 0.8 -0.214
C -1.9789 -1.1236 0.1641 -1.2 0.9 2.1 -0.717
C 2.6036 -0.1676 1.4787 -1.8 0.5 1.3 -1.251
C 1.5397 0.4898 0.6174 1.5 -1.4 0.0 -0.056
H 0.4319 2.0136 -1.4816 0.8 3.1 0.2 0.348
H 3.0542 0.5804 2.1787 -0.1 -0.9 -0.6 0.281
H -2.6635 -1.3689 1.0401 0.3 -0.4 -0.1 0.250
H 2.1970 -1.0271 2.0374 -0.3 0.6 0.5 0.262
H 2.0927 -0.6084 -1.0795 -1.4 1.2 0.2 0.143
H 0.3461 0.5998 -2.5721 -0.4 0.9 2.2 0.161
H -0.6021 0.6893 -0.9256 -0.5 0.5 -1.0 0.106
H -2.2131 -1.8431 -0.5639 0.0 -1.7 -1.4 0.241
H 3.2746 -0.6927 0.8922 2.0 -0.4 -1.4 0.393
H -0.9603 -1.1998 0.5687 0.0 -0.1 -0.4 0.194
H 0.9996 1.2147 1.1826 -0.9 0.6 -0.3 0.364
H -4.0357 0.8181 -0.2340 0.3 -0.6 -0.7 0.287